Entry 1:
This record from OMol25 describes C7H70BIInO31S2 as an isolated structure. The level of theory is ωB97M-V/def2-TZVPD.

Results
* charge: -1
* orbital gap: 5.8 eV
* LUMO: 1.402 eV
* HOMO energy: -0.1603 Eh
* multiplicity: 1

Each line ends with the Mulliken charge.
Cartesian coordinates (Å):
O (-3.95287, -4.07886, -2.70851)  -0.63
H (-0.19848, 1.87439, -3.80845)  0.23
H (-2.82752, 2.73481, -4.31693)  0.39
O (-7.00049, -4.84996, -3.34917)  -0.63
O (-2.37116, 2.05655, -4.82659)  -0.64
O (-1.31847, 3.98915, 0.49406)  -0.78
O (0.89524, -3.03762, 5.11679)  -0.69
H (0.57070, 2.37624, -1.50823)  0.33
H (2.99517, -0.87687, -2.56752)  0.29
H (-3.19308, 5.75430, 2.68246)  0.30
H (-5.22131, 6.96197, 5.40337)  0.30
O (-7.88785, 5.19354, -0.57525)  -0.62
H (1.29927, -6.12807, -6.27833)  0.31
H (-4.79280, 7.71615, -1.67797)  0.32
H (-0.68645, -1.34499, -0.25513)  0.17
H (2.80778, -5.84382, -4.20216)  0.38
H (-4.14333, 1.77336, -1.39310)  0.27
H (10.22223, -0.16681, 5.38107)  0.31
C (-1.60172, 0.34755, 1.19645)  -0.59
H (-1.91616, 5.23532, 2.04172)  0.43
H (-7.27694, -5.53310, -2.73162)  0.30
O (-4.90291, 1.18489, -1.46223)  -0.67
H (0.58391, -0.81962, -2.07584)  -0.59
O (2.24117, -6.12671, -6.08141)  -0.66
H (12.05948, 1.42782, 2.77698)  0.30
O (7.15216, -0.94895, 3.40487)  -0.63
C (-0.97711, -0.91444, 1.80959)  -0.61
O (11.21729, 1.15336, 2.40328)  -0.64
H (-2.12978, 2.94506, -2.66489)  0.29
H (-4.04336, -4.60513, -3.51060)  0.32
H (5.54115, -5.89257, 4.27193)  0.28
H (-2.56880, 4.31783, -3.14165)  0.22
H (3.75956, -2.63497, -1.05547)  0.41
C (1.01008, -1.46167, -2.84105)  0.07
H (-3.07036, -3.69493, -2.80306)  0.15
H (7.54635, -0.92534, 4.28268)  0.30
H (-0.76077, 6.00932, -2.06804)  0.33
H (5.11573, -1.44496, 2.93680)  0.31
H (-0.20979, -2.67597, 0.82017)  0.49
H (0.02659, 5.56528, -3.28814)  0.31
O (-2.55865, 8.49300, 4.46922)  -0.68
O (0.50145, 2.93675, -0.71644)  -0.46
O (4.99635, -5.23780, 4.71924)  -0.55
O (9.89096, -0.52198, 4.54964)  -0.68
H (1.94505, -1.84821, 3.67459)  0.20
H (1.43355, -3.67527, 4.61352)  0.36
S (2.29659, 1.21299, -0.41030)  -0.23
O (-1.76721, 2.15639, -1.03588)  -0.90
H (6.17760, -6.45592, -2.72320)  0.30
H (-8.46510, 5.05293, -1.33041)  0.29
H (-2.60721, 2.25913, -5.73529)  0.20
H (2.63906, -5.59703, -6.77922)  0.32
H (-4.62897, 0.51414, -2.10080)  0.40
B (3.27557, -1.47547, 2.31066)  0.23
H (4.87632, -5.67811, -2.87671)  0.35
In (1.98883, -1.12775, 0.46029)  0.85
O (-1.85921, -7.72065, 6.15623)  -0.63
O (-2.42088, 3.42115, -3.45971)  -0.24
H (-1.77956, 0.09421, 0.15645)  0.30
H (-0.82391, 2.11693, 2.22543)  0.49
O (4.60818, -1.80905, 2.19265)  -0.55
H (-7.06464, 5.52549, -0.95740)  0.34
H (-2.54368, 0.61456, 1.67657)  0.47
H (-5.16149, 4.57125, -2.62251)  0.30
H (-2.41218, 7.80188, 3.80999)  0.36
H (1.32765, -2.98233, 5.97536)  0.32
H (2.16579, -3.43834, -1.11713)  0.31
I (-0.24261, -3.21102, -3.06556)  -0.04
O (-4.56154, 7.08147, 6.09160)  -0.63
O (-4.15050, 8.43500, -1.64171)  -0.64
O (-5.91169, -0.69424, -3.46614)  -0.60
C (2.44663, -1.82653, -2.56397)  -0.60
H (2.85218, -2.42714, -3.38963)  0.34
H (-6.34231, -1.43368, -3.90695)  0.29
H (-0.58276, -5.95716, 6.77036)  0.33
H (-6.62796, -0.11020, -3.19661)  0.29
H (-3.77574, 7.40347, 5.62499)  0.36
O (-0.56901, 6.25603, -2.98054)  -0.63
O (2.49671, -4.60971, 3.07607)  -0.61
O (5.83803, -5.57749, -2.91377)  -0.64
H (-2.51487, -8.41673, 6.05741)  0.29
H (-1.67156, -7.42511, 5.25843)  0.33
H (2.36373, -5.37796, 3.64411)  0.26
O (2.79097, -5.51066, -3.29293)  -0.59
H (-3.72977, 8.41791, -2.50688)  0.31
H (11.00638, 0.33002, 2.86035)  0.35
H (5.43535, -5.08070, 5.56009)  0.28
H (7.70039, -1.56773, 2.91145)  0.30
H (-6.07244, -4.69905, -3.13587)  0.35
S (-0.89283, 2.72159, -0.03234)  1.33
H (-3.29815, 4.68387, -7.13767)  0.26
O (-2.24385, 5.69037, 2.82935)  -0.61
O (-5.19539, 5.25119, -1.93875)  -0.60
C (2.69131, -2.48618, -1.20631)  -1.13
H (-0.41745, -0.71982, 2.72859)  0.23
H (0.38243, 1.23798, 1.29213)  0.01
H (-3.51280, 5.15319, -5.70621)  0.28
C (-0.66190, 1.56262, 1.30386)  -0.58
H (9.42803, 0.22156, 4.13887)  0.36
H (1.65137, 1.27371, -1.57744)  -0.14
O (0.64011, 1.90838, -3.32509)  -0.48
H (1.23007, 2.42902, -3.87866)  0.20
H (1.87564, -5.22647, -3.17673)  0.16
H (-1.73106, 8.98171, 4.48131)  0.31
O (-3.05558, 4.48509, -6.22772)  -0.52
O (0.14290, -5.68086, 6.20016)  -0.62
H (0.01670, -4.73107, 6.06262)  0.35
C (-0.18913, -1.59258, 0.68576)  -1.15
H (0.92105, -0.96758, -3.80537)  0.55
O (2.80099, -1.40651, 3.61785)  -0.58
H (3.36104, -4.26666, 3.34586)  0.32
H (-1.81775, -1.55524, 2.10067)  0.36
H (-4.32591, 5.21945, -1.52470)  0.31

Forces on the atoms, in the same order (eV/Å):
-0.11 -0.27 -0.30
-0.29 -0.04 -0.15
-1.04 -0.91 -1.44
0.06 -0.12 -0.10
0.54 -5.33 -5.05
0.11 0.46 0.29
-0.12 -0.40 0.16
-0.10 -0.02 -0.48
-0.07 0.09 -0.10
-0.01 -0.14 0.02
-0.01 0.01 0.02
-0.05 0.20 -0.02
-0.02 0.04 0.09
0.00 0.01 -0.01
-0.01 -0.42 -0.04
-0.08 0.13 0.03
0.11 -0.12 0.13
0.03 -0.03 0.00
0.17 0.39 0.72
0.17 -0.12 -0.06
-0.02 0.03 0.01
0.00 0.16 -0.16
-0.22 -0.26 0.12
-0.01 -0.13 -0.21
0.01 0.01 -0.03
0.04 0.14 0.13
-0.70 -0.12 -0.63
-0.01 -0.01 0.04
0.09 -0.43 0.35
0.15 0.00 -0.03
-0.02 0.03 -0.06
0.07 0.41 0.15
0.02 -0.20 -0.04
0.38 0.28 -0.57
-0.01 0.21 0.21
0.01 -0.14 0.00
0.13 0.06 0.06
0.15 -0.45 0.07
0.08 -0.08 -0.15
-0.01 -0.03 -0.02
-0.01 -0.09 -0.16
-2.11 1.95 0.71
0.00 -0.07 0.04
-0.05 0.17 -0.02
-0.24 0.55 0.19
-0.05 0.15 -0.19
1.81 -1.00 0.32
-0.29 -0.29 -0.43
0.01 0.01 0.03
-0.01 -0.03 0.01
0.21 -0.41 -0.22
0.04 0.05 0.07
-0.05 -0.07 0.01
-0.09 -0.17 0.02
-0.16 0.26 0.06
0.07 -1.14 -0.43
-0.12 -0.08 -0.03
0.61 6.51 6.60
-0.31 0.32 0.01
-0.09 0.19 -0.07
0.04 0.80 -0.14
0.06 -0.24 0.02
-0.13 -0.05 -0.12
-0.12 -0.10 0.14
0.14 -0.17 -0.09
0.16 0.21 -0.09
0.11 -0.13 -0.06
-0.03 -0.02 0.11
0.04 -0.09 -0.03
-0.07 -0.11 -0.05
-0.10 0.05 -0.12
0.37 -0.46 0.38
-0.13 0.03 -0.10
0.08 -0.05 0.10
0.01 -0.14 -0.06
0.04 0.01 0.07
-0.06 0.17 0.11
-0.22 -0.10 0.07
-0.17 0.07 0.44
0.01 -0.19 -0.08
-0.02 0.02 0.03
0.13 0.08 0.05
0.12 -0.10 -0.12
0.11 -0.34 -0.18
0.06 0.02 0.03
0.10 -0.05 -0.01
-0.03 0.05 0.00
-0.10 -0.03 -0.07
-0.05 0.23 0.21
0.22 0.21 -0.19
0.01 0.00 0.00
-0.19 0.30 0.02
0.21 0.22 -0.23
-0.41 0.86 0.19
0.13 0.13 -0.07
-0.05 0.21 -0.34
0.06 -0.01 -0.02
0.06 -0.45 -0.01
-0.07 -0.04 0.02
0.47 -0.86 0.04
-0.19 0.13 -0.11
0.06 -0.04 0.02
0.14 0.21 0.21
-0.01 0.01 0.10
-0.14 0.19 -0.14
-0.03 0.16 0.11
0.02 -0.04 -0.21
0.70 0.14 0.42
-0.18 -0.02 0.00
0.27 -0.32 0.07
0.03 0.00 -0.11
-0.01 0.01 0.14
-0.05 -0.06 0.18

=====

Entry 2:
This record from OMol25 describes a 2-piece molecular cluster, C3H4N2O overall. The level of theory is ωB97M-V/def2-TZVPD.

Results
* orbital gap: 9.6 eV
* LUMO: 0.507 eV
* energy above the lowest of the compared OMol25 structures with the same formula, charge and spin: 62.8 kcal/mol
* structure (SMILES): C=C=N.N=C=O
* HOMO energy: -0.3359 Eh
* multiplicity: 1

Each line ends with the Mulliken charge.
Cartesian coordinates (Å):
C (-0.50527, -1.37457, -0.37216)  0.71
H (-2.48737, -1.50111, -0.23156)  0.29
H (-1.15249, 0.39390, 0.24434)  0.12
C (0.32750, 1.38499, 0.39498)  0.66
N (-0.90083, 1.36517, 0.51955)  -0.69
C (1.57418, 1.07938, 0.17383)  -0.73
H (2.13692, 0.56073, 0.93910)  0.28
O (0.63257, -1.11630, -0.41037)  -0.37
N (-1.59433, -1.91043, -0.42456)  -0.54
H (1.96913, 1.11823, -0.83317)  0.28

Forces on the atoms, in the same order (eV/Å):
0.62 -1.20 -0.47
-0.13 0.13 0.06
-0.47 0.86 0.31
-0.10 -0.45 -0.13
0.55 -0.09 -0.09
0.18 0.72 0.21
0.05 0.33 0.04
-0.81 -0.81 -0.15
0.06 0.20 0.07
0.04 0.30 0.15

=====

Entry 3:
This record from OMol25 describes C15H25FeN2OS as an isolated structure. The level of theory is ωB97M-V/def2-TZVPD.

Results
* charge: +2
* orbital gap (alpha / beta): 6.2 / 7.4 eV
* LUMO (alpha / beta): -8.599 / -7.411 eV
* energy above the lowest of the compared OMol25 structures with the same formula, charge and spin: 17.6 kcal/mol
* HOMO energy (alpha / beta): -0.5444 / -0.5461 Eh
* multiplicity: 2

Each line ends with the Mulliken charge.
Cartesian coordinates (Å):
C (0.77148, 2.50890, -1.85098)  0.63
H (0.90763, 2.27782, 2.99110)  0.50
H (1.92816, 4.29681, -1.89819)  0.30
H (-2.06482, -3.72362, -0.69118)  0.39
H (0.04154, -0.00875, 4.14284)  0.52
H (-0.46973, -4.31725, -1.21526)  0.39
C (1.98544, -2.94441, 1.90461)  -1.41
H (-2.11214, -1.94402, -2.66987)  0.34
O (0.84991, -0.92068, 1.53060)  -0.64
C (-2.49917, 0.89245, -1.35524)  -1.35
H (2.50517, -0.42370, -0.38377)  0.12
C (-0.50280, 2.24366, -2.30857)  -0.91
H (-0.75427, -0.83457, -3.00065)  0.30
H (-0.95112, 2.61308, -3.21526)  0.52
H (-3.12790, 1.50898, 1.58919)  0.53
H (3.69633, -0.71791, 0.91527)  0.38
H (-0.74430, -3.85232, 0.47834)  0.28
C (-2.18826, 1.41616, 2.11015)  -0.30
H (2.82368, -2.86552, 2.60645)  0.40
C (1.86876, 3.33884, -2.41652)  -1.36
H (2.83454, 2.84148, -2.32642)  0.38
C (-1.03320, -1.81299, -2.61425)  -1.20
N (-0.23218, 1.15213, -0.37438)  0.85
H (-2.71823, 0.41756, -2.31091)  0.35
C (2.89118, -1.15632, 0.31551)  -1.02
S (-0.46379, -1.93158, -0.90739)  0.41
C (-0.98959, -3.62409, -0.55714)  -1.12
H (-0.53810, -2.57693, -3.21064)  0.48
H (2.26921, -3.70538, 1.17761)  0.43
H (-2.65594, 0.14738, -0.57677)  0.27
H (1.68080, 3.53594, -3.46847)  0.37
Fe (-0.52571, 0.37264, 1.40311)  0.43
H (1.09172, -3.23216, 2.45076)  0.34
N (0.88897, 1.86196, -0.67455)  -0.22
C (-1.10284, 2.32325, 2.04468)  -0.45
C (-0.06713, 1.82886, 2.87288)  -0.03
C (-1.10516, 1.41802, -1.35439)  0.28
H (-2.44360, -0.47752, 3.26619)  0.53
H (-1.04522, 3.20152, 1.42052)  0.47
C (-0.52432, 0.63012, 3.48355)  -0.64
H (3.32239, -1.99153, -0.23257)  0.42
H (-3.21453, 1.70668, -1.23238)  0.35
C (-1.83187, 0.37484, 3.01150)  -0.35
H (1.71897, 1.77794, -0.11379)  0.22
C (1.83003, -1.62574, 1.24470)  0.81

Forces on the atoms, in the same order (eV/Å):
0.00 0.03 0.04
0.01 -0.04 0.02
0.00 0.00 -0.01
0.00 0.00 -0.01
0.04 0.02 -0.01
0.01 0.00 0.01
0.02 -0.01 0.04
0.00 -0.01 -0.01
0.37 -0.08 0.02
-0.03 0.00 -0.01
-0.04 0.10 -0.04
-0.04 0.02 0.03
0.01 -0.01 0.00
0.01 0.00 -0.01
0.02 -0.01 -0.03
0.00 0.01 -0.01
0.03 -0.01 0.00
-0.12 0.19 -0.07
0.01 -0.02 -0.02
0.01 -0.01 0.01
0.00 0.00 0.00
0.00 0.02 0.01
0.02 0.29 0.04
-0.03 0.06 0.01
0.01 0.00 0.06
-0.12 -0.17 0.11
-0.08 0.04 0.03
0.00 -0.01 0.01
-0.02 -0.01 -0.01
0.00 0.02 0.00
0.00 0.00 0.00
0.41 0.21 -0.33
0.00 0.00 0.00
0.04 -0.09 -0.10
-0.30 -0.11 -0.02
0.10 -0.18 0.00
-0.03 -0.06 -0.05
0.00 0.01 0.01
0.00 -0.02 -0.03
-0.15 0.04 0.04
0.00 -0.01 0.02
0.01 0.01 0.02
-0.08 -0.16 0.18
0.04 0.00 0.05
-0.11 -0.04 0.00

=====

Entry 4:
This record from OMol25 describes one molecule with the formula C5H3N3. The level of theory is ωB97M-V/def2-TZVPD.

Results
* orbital gap: 7.3 eV
* LUMO: -2.163 eV
* energy above the lowest of the compared OMol25 structures with the same formula, charge and spin: 109.6 kcal/mol
* structure (SMILES): C1=NC2=CN=NC2=C1
* HOMO energy: -0.3471 Eh
* multiplicity: 1

Each line ends with the Mulliken charge.
Cartesian coordinates (Å):
H (2.07998, 2.02230, 0.33878)  0.32
N (-1.21090, 1.22797, -0.10016)  -0.52
H (-3.10252, 0.27238, -0.10867)  0.51
C (0.00895, -0.65132, 0.27035)  0.68
C (-1.33119, -1.00549, 0.13764)  -0.46
C (-2.14318, 0.04704, -0.13590)  -0.68
H (-1.45547, -2.04974, 0.20154)  0.42
C (1.57709, 0.95406, 0.10310)  0.00
N (1.12092, -1.14868, -0.20055)  -0.35
C (-0.03012, 0.77787, 0.03586)  0.42
N (2.08836, -0.21899, -0.11327)  -0.33

Forces on the atoms, in the same order (eV/Å):
-0.75 -3.12 -0.76
0.20 0.62 -1.35
-4.26 0.46 -0.35
1.42 0.40 -2.53
-2.98 -2.05 -0.54
7.35 -0.54 1.98
-1.38 -1.06 0.04
-0.70 2.64 -1.02
-3.19 -2.06 0.76
2.44 0.55 2.52
1.86 4.16 1.26

=====

no.,strongest force on any atom (Eh/bohr),total energy (a.u.)
1,0.181,-3950.2130
2,0.028,-301.3872
3,0.011,-2432.6199
4,0.148,-356.3975